Molecular formula: C4H12O2
Method: DFT, ωB97M-V/def2-TZVPD

Charge: 0
SMILES: CCCCO.O
E_tot, a.u.: -310.004808
F_max, eV/Å: 4.32
Kohn-Sham gap, eV: 10.7
LUMO, eV: 0.830

Each line ends with the Mulliken charge.
Cartesian coordinates (Å):
1 C 0.526 0.370 2.055  -1.377
2 C -0.091 1.058 0.757  -0.242
3 C -0.925 -0.112 0.088  -0.768
4 C -0.920 0.058 -1.478  -0.151
5 O -2.148 -0.307 -2.035  -0.571
6 H -0.255 0.081 2.721  0.352
7 H 1.068 1.138 2.430  0.455
8 H 1.218 -0.424 1.883  0.374
9 H -0.828 1.843 1.023  0.294
10 H 0.785 1.353 0.049  0.235
11 H -0.639 -1.229 0.315  0.302
12 H -1.980 0.099 0.345  0.371
13 H -0.175 -0.692 -1.802  0.179
14 H -0.712 1.013 -2.063  0.293
15 H -2.628 -0.964 -1.355  0.314
16 O 2.752 -1.481 -0.975  -0.647
17 H 1.820 -1.136 -1.143  0.296
18 H 3.131 -0.669 -0.818  0.291

***

Molecular formula: C4H12O2S
Method: DFT, ωB97M-V/def2-TZVPD

Charge: 0
SMILES: OCCCCS.O
E_tot, a.u.: -708.251291
F_max, eV/Å: 1.25
Kohn-Sham gap, eV: 9.6
LUMO, eV: 0.612

Each line ends with the Mulliken charge.
Cartesian coordinates (Å):
1 O 1.694 -0.007 -2.344  -0.501
2 C 1.795 1.240 -1.614  -0.501
3 C 1.535 1.107 -0.124  -0.714
4 C 0.179 0.420 0.118  -0.394
5 C -0.189 0.470 1.592  -0.753
6 S -1.833 -0.200 2.040  -0.252
7 H 1.487 -0.718 -1.733  0.311
8 H 2.795 1.604 -1.853  0.321
9 H 1.066 1.912 -2.050  0.276
10 H 1.501 2.125 0.281  0.362
11 H 2.323 0.578 0.420  0.356
12 H 0.172 -0.617 -0.193  0.332
13 H -0.570 0.947 -0.469  0.324
14 H 0.541 -0.103 2.166  0.337
15 H -0.199 1.481 1.981  0.407
16 H -2.444 -0.033 0.860  0.092
17 O -0.934 -2.442 -1.320  -0.612
18 H -1.114 -2.164 -2.225  0.316
19 H -1.747 -2.855 -1.016  0.295

***

Molecular formula: C4H12O3
Method: DFT, ωB97M-V/def2-TZVPD

Charge: 0
SMILES: C/C=C(/C)O.O.O
E_tot, a.u.: -385.298907
F_max, eV/Å: 0.95
Kohn-Sham gap, eV: 8.7
LUMO, eV: 0.475

Each line ends with the Mulliken charge.
Cartesian coordinates (Å):
1 C 0.069 -0.813 2.540  -0.939
2 C 0.987 0.192 1.883  -0.339
3 C 0.854 0.664 0.650  0.623
4 C 1.847 1.567 -0.010  -1.060
5 O -0.211 0.249 -0.101  -0.482
6 H -0.279 -1.520 1.778  0.175
7 H 0.602 -1.391 3.277  0.347
8 H -0.792 -0.337 3.012  0.244
9 H 1.886 0.439 2.412  0.299
10 H 1.351 2.345 -0.604  0.306
11 H 2.425 2.106 0.753  0.317
12 H 2.573 1.025 -0.607  0.243
13 H -0.606 1.012 -0.552  0.296
14 O -1.351 -3.719 -1.733  -0.642
15 H -0.809 -3.559 -0.949  0.325
16 H -2.203 -4.009 -1.385  0.315
17 O -1.224 2.124 -2.053  -0.609
18 H -2.136 2.376 -2.283  0.279
19 H -0.721 2.122 -2.872  0.302

***

Molecular formula: C4H12O3
Method: DFT, ωB97M-V/def2-TZVPD

Charge: 0
SMILES: CC(C)O.COO
E_tot, a.u.: -385.180686
F_max, eV/Å: 2.78
Kohn-Sham gap, eV: 10.7
LUMO, eV: 0.780

Each line ends with the Mulliken charge.
Cartesian coordinates (Å):
1 C -1.561 -1.273 -0.539  -1.395
2 C -0.123 -1.109 -0.080  1.499
3 C 0.024 -1.205 1.426  -1.366
4 O 0.709 -2.079 -0.687  -0.571
5 H -2.205 -0.515 -0.087  0.330
6 H -1.936 -2.268 -0.275  0.356
7 H -1.637 -1.195 -1.628  0.348
8 H 0.267 -0.089 -0.390  -0.514
9 H -0.257 -2.202 1.782  0.391
10 H -0.593 -0.450 1.921  0.341
11 H 1.066 -1.034 1.711  0.343
12 H 0.588 -2.014 -1.648  0.351
13 C 1.454 1.784 -0.493  -0.798
14 O -0.020 2.236 -0.705  -0.254
15 O -0.532 2.571 0.607  -0.309
16 H 2.000 2.686 -0.778  0.309
17 H 1.586 1.620 0.577  0.326
18 H 1.879 1.023 -1.153  0.305
19 H -0.710 3.512 0.440  0.308

***

Molecular formula: C4H12O3
Method: DFT, ωB97M-V/def2-TZVPD

Charge: 0
SMILES: OCCCCO.O
E_tot, a.u.: -385.265187
F_max, eV/Å: 4.17
Kohn-Sham gap, eV: 10.7
LUMO, eV: 0.631

Each line ends with the Mulliken charge.
Cartesian coordinates (Å):
1 O -1.516 -1.855 0.888  -0.503
2 C -0.651 -0.708 0.924  -0.885
3 C -0.864 -0.100 -0.517  -0.084
4 C -0.481 1.371 -0.584  -0.761
5 C 0.969 1.662 -0.696  -0.433
6 O 1.762 1.442 0.466  -0.530
7 H -2.365 -1.585 1.277  0.299
8 H -1.067 -0.012 1.700  0.407
9 H 0.305 -0.904 1.385  0.316
10 H -1.865 -0.214 -0.911  0.245
11 H -0.249 -0.823 -1.000  0.317
12 H -0.975 1.905 0.248  0.340
13 H -0.993 1.949 -1.394  0.353
14 H 1.010 2.743 -0.898  0.290
15 H 1.528 1.213 -1.500  0.322
16 H 1.308 1.610 1.304  0.301
17 O 1.708 -2.638 -0.473  -0.670
18 H 0.922 -3.194 -0.317  0.345
19 H 1.513 -1.864 0.098  0.330

***

Molecular formula: C4H12O3
Method: DFT, ωB97M-V/def2-TZVPD

Charge: 0
SMILES: C/C=C/CO.O.O
E_tot, a.u.: -385.206968
F_max, eV/Å: 4.27
Kohn-Sham gap, eV: 10.2
LUMO, eV: 0.757

Each line ends with the Mulliken charge.
Cartesian coordinates (Å):
1 C 1.871 -1.004 0.749  -0.863
2 C 0.361 -0.421 0.926  -0.155
3 C 0.011 0.807 0.645  -0.098
4 C -1.438 1.206 0.272  -0.397
5 O -1.601 2.543 0.729  -0.499
6 H 2.473 -0.765 1.750  0.274
7 H 1.818 -1.870 -0.002  0.308
8 H 2.321 -0.179 0.071  0.234
9 H -0.493 -1.230 1.253  0.168
10 H 0.655 1.570 0.197  0.258
11 H -2.206 0.405 0.606  0.268
12 H -1.435 1.243 -0.875  0.190
13 H -1.655 2.518 1.669  0.316
14 O -0.375 -6.843 -0.595  -0.620
15 H 0.051 -7.114 0.230  0.319
16 H -1.119 -6.425 -0.277  0.300
17 O 1.166 4.190 -2.117  -0.654
18 H 0.871 5.102 -1.641  0.334
19 H 0.368 4.100 -2.671  0.316

***

Molecular formula: C4H12O3
Method: DFT, ωB97M-V/def2-TZVPD

⟨S²⟩: 0.795
Charge: +1
E_tot, a.u.: -384.908213
F_max, eV/Å: 3.41
Multiplicity: 2
Kohn-Sham gap (alpha / beta), eV: 6.5 / 4.3
LUMO (alpha / beta), eV: -6.254 / -8.446

Each line ends with the Mulliken charge.
Cartesian coordinates (Å):
1 C 2.620 -1.106 2.248  -0.595
2 C 2.870 -2.173 1.377  0.188
3 C 3.993 -3.016 1.653  0.063
4 C 4.173 -4.187 1.007  -0.620
5 H 3.406 -0.664 2.856  0.346
6 H 1.596 -0.884 2.528  0.316
7 H 2.259 -2.413 0.509  0.372
8 H 4.445 -2.752 2.609  0.298
9 H 4.999 -4.884 1.099  0.340
10 H 3.865 -4.261 -0.048  0.292
11 H -1.994 3.106 1.817  0.317
12 H -1.592 3.083 0.394  0.314
13 O -2.388 2.985 0.932  -0.631
14 H -5.625 0.080 -2.767  0.315
15 H -6.505 1.202 -2.289  0.321
16 O -6.120 0.856 -3.084  -0.636
17 H -2.797 4.622 -3.971  0.316
18 H -4.067 5.139 -3.551  0.321
19 O -3.138 5.266 -3.322  -0.637

***

Molecular formula: C4H12O3S
Method: DFT, ωB97M-V/def2-TZVPD

Charge: 0
E_tot, a.u.: -783.164684
F_max, eV/Å: 3.98
Kohn-Sham gap, eV: 3.6
LUMO, eV: -3.951

Each line ends with the Mulliken charge.
Cartesian coordinates (Å):
1 O 0.182 -0.374 0.233  -0.488
2 C -0.797 0.676 0.018  -0.340
3 C -2.051 0.307 0.710  0.072
4 C -3.177 -0.154 -0.062  -0.011
5 C -4.177 -0.945 0.445  -0.587
6 S 5.033 -0.646 1.019  -0.324
7 H -0.384 1.532 0.588  0.262
8 H -2.173 0.279 1.782  0.339
9 H -1.096 0.857 -1.008  0.357
10 H 2.947 -0.852 1.256  0.107
11 H -3.289 0.051 -1.102  0.302
12 H -4.149 -1.051 1.543  0.255
13 H -4.943 -1.201 -0.275  0.290
14 H 5.107 -1.341 2.195  0.158
15 H 2.423 0.306 -1.415  0.435
16 H 3.691 -0.397 -0.634  0.202
17 O 3.141 -0.355 -1.451  -0.549
18 H 1.575 2.102 -2.015  0.160
19 H 0.888 -0.260 -0.442  0.343
20 O 1.249 1.464 -1.385  -0.979